Record 1
Molecular formula: C32H48AsBrNO6RuS4Si2
Method: DFT, wB97M-V/def2-TZVPD

```
! RIJCOSX wB97M-V def2-TZVPD def2/J DEFGRID3
* xyz -2 2
Ru 1.602 0.593 -0.430
S 3.572 1.839 -0.384
C 4.172 1.979 -2.025
C 5.193 2.864 -2.351
C 5.687 2.934 -3.653
C 5.153 2.114 -4.636
C 4.127 1.227 -4.311
C 3.639 1.147 -3.011
S 2.376 0.030 -2.559
H 5.597 3.511 -1.579
H 6.475 3.638 -3.897
H 5.520 2.168 -5.654
H 3.693 0.593 -5.077
C 3.028 0.177 5.292
Si 1.931 -1.243 4.770
C 2.981 -2.689 4.213
C 0.924 -1.821 6.251
C 0.741 -0.646 3.454
C -0.584 -0.343 3.769
C -1.442 0.221 2.842
C -0.958 0.476 1.568
N 0.286 0.172 1.234
C 1.140 -0.340 2.146
S 2.719 -0.426 1.426
H 3.759 -0.133 6.045
H 2.431 0.995 5.703
H 3.565 0.561 4.421
H 3.510 -3.111 5.074
H 3.714 -2.374 3.469
H 2.369 -3.480 3.770
H 1.591 -2.214 7.025
H 0.231 -2.617 5.963
H 0.344 -1.008 6.696
H -0.959 -0.541 4.769
H -2.463 0.472 3.096
H -1.552 0.935 0.788
O 0.593 3.198 -2.446
As -0.765 2.152 -2.186
O -1.661 1.875 -3.522
O -0.190 0.750 -1.426
C -1.998 2.997 -0.899
C -3.332 2.702 -1.194
C -4.363 3.140 -0.376
C -4.074 3.895 0.755
C -2.758 4.204 1.056
C -1.721 3.756 0.240
S -0.044 4.182 0.714
O -0.166 4.915 1.960
O 0.442 4.999 -0.402
O 0.633 2.895 0.825
H 0.674 3.885 -1.740
H -3.536 2.134 -2.094
H -5.389 2.892 -0.624
H -4.870 4.244 1.403
H -2.500 4.793 1.926
C 2.445 -3.777 -3.994
C 1.536 -4.784 -3.274
C 0.106 -4.475 -3.754
C 1.928 -6.195 -3.738
Si 1.713 -4.573 -1.368
Br 0.608 -2.694 -0.861
C 3.532 -4.271 -0.813
C 4.495 -5.307 -1.414
C 3.628 -4.338 0.719
C 4.018 -2.867 -1.210
C 0.831 -5.968 -0.357
C 0.569 -5.527 1.093
C 1.648 -7.266 -0.330
C -0.553 -6.277 -0.949
H 2.234 -3.821 -5.071
H 3.503 -4.008 -3.862
H 2.269 -2.750 -3.665
H 0.059 -4.643 -4.838
H -0.153 -3.433 -3.570
H -0.656 -5.100 -3.292
H 1.915 -6.227 -4.835
H 1.234 -6.958 -3.385
H 2.933 -6.477 -3.415
H 4.226 -6.337 -1.166
H 5.503 -5.125 -1.022
H 4.554 -5.222 -2.501
H 3.457 -5.344 1.109
H 2.931 -3.641 1.191
H 4.639 -4.037 1.022
H 4.058 -2.707 -2.285
H 5.033 -2.727 -0.817
H 3.391 -2.085 -0.789
H 1.483 -5.356 1.656
H 0.005 -6.317 1.608
H -0.024 -4.612 1.132
H 2.590 -7.145 0.208
H 1.875 -7.640 -1.331
H 1.073 -8.044 0.191
H -1.174 -5.380 -0.999
H -1.064 -6.999 -0.299
H -0.497 -6.716 -1.943
*
```

## Properties
Expectation value of S²: 0.76
Orbital gap (alpha / beta), eV: 5.33 / 5.45
Energy, eV: -240304.868
Largest force on an atom, eV/Å: 2.4
Molecular weight, g/mol: 983.1

Record 2
Molecular formula: C32H48B2MnO34
Method: DFT, wB97M-V/def2-TZVPD

```
! RIJCOSX wB97M-V def2-TZVPD def2/J DEFGRID3
* xyz 0 6
Mn -0.006 0.414 0.001
O -0.642 5.177 0.879
C 0.140 4.985 1.772
O 0.672 5.856 2.577
B 1.486 5.172 3.599
O 1.491 3.733 3.210
C 0.723 3.605 2.133
O 0.467 2.576 1.578
O 0.891 5.226 4.947
C 1.829 5.614 5.801
O 1.678 5.832 6.964
C 3.059 6.013 4.981
O 2.821 5.734 3.690
O 4.069 6.503 5.379
O 3.212 -7.791 -0.921
C 2.419 -6.916 -1.086
O 2.181 -5.910 -0.245
B 0.949 -5.201 -0.664
O 0.597 -5.801 -1.946
C 1.455 -6.765 -2.241
O 1.380 -7.494 -3.187
O -0.107 -5.319 0.378
C -0.376 -4.123 0.831
O -1.056 -3.788 1.760
C 0.411 -3.102 -0.039
O 1.169 -3.750 -0.863
O 0.328 -1.907 0.062
C -3.035 4.393 -3.605
C -1.855 4.826 -2.778
O -1.639 3.797 -1.791
C -0.449 3.227 -1.627
O -0.312 2.208 -1.019
O 0.516 3.963 -2.121
C 1.875 3.782 -1.727
H -3.902 4.189 -2.974
H -2.827 3.524 -4.233
H -3.366 5.154 -4.316
H -2.054 5.786 -2.306
H -1.000 4.902 -3.443
H 1.875 4.102 -0.679
H 2.506 4.479 -2.267
H 2.242 2.758 -1.774
C -4.343 -2.482 1.699
C -3.269 -1.418 1.992
O -3.897 -0.160 1.679
C -3.110 0.859 1.400
O -1.967 0.769 1.029
O -3.800 1.964 1.499
C -3.159 3.209 1.237
H -5.090 -2.390 2.490
H -3.939 -3.482 1.853
H -4.837 -2.359 0.740
H -2.304 -1.539 1.498
H -3.023 -1.396 3.058
H -2.165 3.310 1.670
H -3.725 4.031 1.662
H -2.989 3.282 0.164
C -1.220 -2.896 5.037
C 0.209 -2.381 4.855
O 0.491 -1.734 3.633
C -0.011 -0.567 3.315
O 0.225 -0.086 2.242
O -0.731 -0.020 4.296
C -1.095 1.352 4.159
H -1.635 -3.329 4.125
H -1.865 -2.022 5.181
H -1.417 -3.586 5.853
H 0.846 -3.250 5.030
H 0.507 -1.775 5.715
H -2.116 1.459 4.518
H -0.979 1.711 3.138
H -0.458 1.977 4.788
C 5.317 -2.527 -0.434
C 4.235 -2.245 0.602
O 3.303 -1.292 0.089
C 2.933 -0.213 0.745
O 2.035 0.489 0.372
O 3.721 0.043 1.781
C 3.259 1.042 2.704
H 5.957 -3.325 -0.049
H 5.993 -1.675 -0.487
H 4.895 -2.895 -1.366
H 4.747 -1.849 1.477
H 3.689 -3.150 0.865
H 3.023 2.000 2.252
H 4.152 1.191 3.313
H 2.460 0.700 3.355
C -2.335 -2.175 -4.627
C -2.789 -2.444 -3.196
O -3.345 -1.212 -2.673
C -2.580 -0.423 -1.969
O -1.556 -0.704 -1.406
O -3.084 0.810 -1.821
C -4.458 1.047 -2.149
H -1.542 -1.427 -4.501
H -3.040 -1.673 -5.283
H -1.812 -3.054 -5.000
H -1.932 -2.818 -2.639
H -3.601 -3.166 -3.155
H -5.138 0.255 -1.844
H -4.487 1.259 -3.217
H -4.759 1.934 -1.593
C 2.480 -3.286 -4.683
C 3.253 -2.125 -4.041
O 2.502 -1.624 -2.953
C 1.559 -0.717 -3.069
O 1.031 -0.263 -2.089
O 1.311 -0.379 -4.315
C 0.415 0.721 -4.541
H 2.840 -3.582 -5.668
H 1.424 -3.058 -4.801
H 2.623 -4.110 -3.982
H 3.462 -1.370 -4.805
H 4.246 -2.410 -3.699
H 0.917 1.632 -4.212
H -0.465 0.497 -3.940
H 0.190 0.850 -5.594
*
```

## Properties
Expectation value of S²: 8.75
Orbital gap, eV: 9.35
Energy, eV: -136264.157
Largest force on an atom, eV/Å: 2.7
Molecular weight, g/mol: 1053.3

Record 3
Molecular formula: C32H48BMnN6S3Si
Method: DFT, wB97M-V/def2-TZVPD

```
! RIJCOSX wB97M-V def2-TZVPD def2/J DEFGRID3
* xyz 3 4
Mn 0.050 -0.235 -0.165
C -4.637 -1.899 1.489
C -3.526 -1.318 2.316
C -3.658 -1.036 3.654
C -2.604 -0.455 4.378
N -1.433 -0.247 3.796
N -1.294 -0.528 2.513
B 0.119 -0.187 1.949
N 1.222 -1.152 2.368
N 1.009 -1.961 3.405
C 1.995 -2.748 3.769
C 3.242 -2.700 3.096
C 3.446 -1.882 2.019
C 4.731 -1.812 1.251
C 2.335 -1.108 1.633
S 2.295 -0.070 0.238
C 1.766 -3.717 4.909
C 1.901 -5.145 4.351
C 0.376 -3.533 5.516
C 2.832 -3.474 5.990
N 0.483 1.286 2.354
N 1.102 1.396 3.488
C 1.395 2.617 3.972
C 0.918 3.758 3.321
C 0.252 3.661 2.116
C -0.227 4.862 1.367
C 0.086 2.352 1.590
S -0.519 2.095 0.024
C 2.238 2.627 5.221
C 1.496 1.835 6.315
C 2.518 4.050 5.700
C 3.566 1.918 4.888
C -2.280 -1.003 1.754
S -2.040 -1.178 0.019
C -2.725 0.016 5.817
C -2.556 1.545 5.804
C -1.610 -0.628 6.653
C -4.087 -0.343 6.412
H -5.487 -2.162 2.113
H -4.305 -2.795 0.962
H -4.981 -1.183 0.739
H -4.594 -1.255 4.152
H 4.043 -3.346 3.432
H 5.471 -2.494 1.662
H 5.140 -0.800 1.279
H 4.565 -2.065 0.203
H 1.153 -5.337 3.577
H 1.743 -5.863 5.155
H 2.892 -5.334 3.934
H -0.409 -3.673 4.770
H 0.266 -2.538 5.950
H 0.232 -4.270 6.306
H 3.842 -3.678 5.632
H 2.647 -4.140 6.832
H 2.793 -2.447 6.360
H 1.094 4.735 3.751
H -0.069 5.766 1.949
H -1.290 4.775 1.132
H 0.306 4.967 0.420
H 0.535 2.294 6.558
H 2.103 1.833 7.219
H 1.330 0.803 6.006
H 1.602 4.576 5.976
H 3.058 4.636 4.953
H 3.145 4.008 6.589
H 3.396 0.890 4.566
H 4.184 1.896 5.786
H 4.119 2.453 4.113
H -1.589 1.826 5.382
H -2.604 1.919 6.827
H -3.350 2.031 5.233
H -0.623 -0.349 6.282
H -1.694 -1.716 6.642
H -1.699 -0.295 7.686
H -4.911 0.136 5.878
H -4.129 0.010 7.441
H -4.250 -1.423 6.434
C -0.429 -5.313 -2.745
Si -0.002 -5.171 -0.958
C 1.797 -5.404 -0.575
C -1.125 -6.094 0.188
C -0.308 -3.339 -0.478
C -0.379 -2.137 -0.088
H -0.267 -6.343 -3.072
H 0.202 -4.671 -3.363
H -1.476 -5.070 -2.933
H 2.076 -6.442 -0.771
H 2.009 -5.197 0.478
H 2.436 -4.777 -1.199
H -0.954 -7.167 0.067
H -2.178 -5.911 -0.027
H -0.928 -5.843 1.233
*
```

## Properties
Expectation value of S²: 4.00
Orbital gap (alpha / beta), eV: 4.85 / 5.49
Energy, eV: -115258.597
Largest force on an atom, eV/Å: 2.6
Molecular weight, g/mol: 706.8

Record 4
Molecular formula: C32H48IN6RuS
Method: DFT, wB97M-V/def2-TZVPD

```
! RIJCOSX wB97M-V def2-TZVPD def2/J DEFGRID3
* xyz 0 2
Ru -0.342 -0.709 0.629
C 0.830 -2.544 3.426
C 1.945 -3.161 2.574
C 2.045 -2.597 1.141
N 0.742 -2.378 0.571
C -0.009 -3.414 0.179
C 0.428 -4.736 0.176
C -0.296 -5.924 0.038
C -1.668 -6.095 -0.058
C -2.652 -5.123 -0.174
C -2.492 -3.749 -0.365
C -1.339 -2.968 -0.343
N -1.274 -1.715 -0.843
C -2.336 -1.201 -1.664
C -3.325 -0.322 -0.878
C -2.626 0.939 -0.356
N -1.757 0.654 0.758
C -1.980 1.181 1.970
C -3.237 1.649 2.376
C -3.603 2.420 3.469
C -2.771 3.060 4.385
C -1.406 2.896 4.531
C -0.559 1.979 3.912
C -0.776 1.112 2.828
N 0.112 0.224 2.386
C 1.343 -0.038 3.089
C 1.178 -1.205 4.075
H 0.597 -3.252 4.228
H -0.086 -2.433 2.821
H 1.749 -4.234 2.508
H 2.906 -3.026 3.075
H 2.652 -3.279 0.529
H 2.566 -1.638 1.142
H 1.486 -4.878 0.356
H 0.294 -6.830 0.100
H -2.018 -7.120 -0.059
H -3.673 -5.478 -0.205
H -3.412 -3.224 -0.583
H -2.874 -2.018 -2.159
H -1.874 -0.581 -2.443
H -3.745 -0.878 -0.032
H -4.136 -0.031 -1.548
H -3.360 1.712 -0.105
H -1.997 1.338 -1.165
H -4.063 1.354 1.739
H -4.665 2.592 3.576
H -3.251 3.758 5.060
H -0.927 3.510 5.283
H 0.437 1.969 4.334
H 1.695 0.841 3.642
H 2.107 -0.268 2.348
H 0.375 -0.936 4.767
H 2.099 -1.315 4.652
I 4.764 0.039 0.158
C 1.022 0.590 -0.571
H 1.967 0.614 -0.014
H 1.145 0.109 -1.546
C -0.152 5.967 -2.575
C -0.169 5.920 -4.098
C 0.752 4.843 -4.676
C 0.168 3.424 -4.687
N 0.056 2.756 -3.403
C 1.036 2.626 -2.453
S 0.475 2.275 -0.831
N 2.369 2.612 -2.693
C 3.040 1.965 -3.808
C 4.070 2.904 -4.455
C 5.497 2.713 -3.940
C 5.712 3.194 -2.510
H -0.726 6.823 -2.226
H 0.870 6.066 -2.218
H -0.579 5.070 -2.134
H 0.175 6.887 -4.474
H -1.191 5.764 -4.456
H 1.693 4.834 -4.123
H 0.975 5.095 -5.716
H 0.782 2.805 -5.349
H -0.840 3.448 -5.108
H -0.843 2.870 -2.954
H 2.924 2.616 -1.846
H 2.288 1.660 -4.536
H 3.543 1.059 -3.450
H 3.755 3.934 -4.281
H 4.065 2.738 -5.534
H 6.162 3.275 -4.597
H 5.769 1.658 -4.015
H 5.416 4.238 -2.407
H 6.766 3.104 -2.253
H 5.150 2.596 -1.799
*
```

## Properties
Expectation value of S²: 0.78
Orbital gap (alpha / beta), eV: 5.79 / 5.74
Energy, eV: -64419.166
Largest force on an atom, eV/Å: 3.2
Molecular weight, g/mol: 776.8

Record 5
Molecular formula: C32H49AuCl2O2P
Method: DFT, wB97M-V/def2-TZVPD

```
! RIJCOSX wB97M-V def2-TZVPD def2/J DEFGRID3
* xyz -1 3
Au 0.191 1.698 1.652
P 0.349 0.665 -1.139
Cl 1.766 3.305 1.041
C -1.482 0.486 0.787
H -1.150 -0.437 0.292
H -2.066 0.232 1.673
C 2.141 0.996 -1.474
C -0.548 2.267 -1.349
C 2.583 1.033 -2.935
H 2.313 1.985 -1.010
C 4.068 1.400 -3.002
H 2.435 0.043 -3.388
H 1.984 1.749 -3.520
C 4.940 0.448 -2.174
H 4.394 1.397 -4.048
H 4.192 2.424 -2.626
C 4.437 0.284 -0.736
H 4.968 -0.536 -2.664
H 5.971 0.817 -2.155
C 2.941 -0.046 -0.674
H 4.998 -0.502 -0.222
H 4.598 1.219 -0.182
H 2.758 -1.044 -1.102
H 2.599 -0.067 0.372
C -0.365 -0.498 -2.452
C -2.011 1.943 -1.108
H -0.190 2.831 -0.456
C -2.846 3.217 -1.032
H -2.419 1.246 -1.857
H -2.068 1.244 0.031
C -2.544 4.213 -2.167
H -3.914 2.951 -1.058
H -2.658 3.711 -0.062
C -1.044 4.461 -2.391
H -2.990 3.841 -3.100
H -3.031 5.169 -1.945
C -0.239 3.170 -2.550
H -0.893 5.092 -3.274
H -0.638 5.009 -1.530
H -0.495 2.670 -3.495
H 0.839 3.399 -2.570
C 0.500 -1.755 -2.633
H -1.312 -0.812 -1.975
C -0.273 -2.809 -3.437
H 1.428 -1.499 -3.165
H 0.797 -2.169 -1.659
C -0.747 -2.270 -4.794
H 0.367 -3.686 -3.590
H -1.139 -3.144 -2.846
C -1.448 -0.908 -4.700
H 0.116 -2.184 -5.469
H -1.431 -2.994 -5.251
C -0.723 0.116 -3.812
H -1.571 -0.485 -5.705
H -2.461 -1.055 -4.296
H 0.191 0.475 -4.315
H -1.383 0.985 -3.692
C -1.106 -2.835 0.558
C -2.422 -2.445 0.647
H -0.558 -2.818 -0.390
C -3.234 -2.748 1.868
H -2.946 -1.992 -0.202
C -2.391 -2.713 3.158
H -4.097 -2.072 1.942
H -3.635 -3.775 1.788
C -1.128 -3.565 3.008
H -2.120 -1.679 3.419
H -2.987 -3.099 3.997
C -0.299 -3.220 1.756
H -0.495 -3.453 3.897
H -1.429 -4.622 2.956
H 0.363 -2.377 2.030
H 0.376 -4.061 1.527
Cl 0.538 -0.207 9.943
C 0.455 -0.205 8.234
C 1.603 -0.509 7.480
C 1.532 -0.495 6.083
C 0.339 -0.152 5.438
C -0.805 0.138 6.194
C -0.758 0.099 7.590
C 0.317 0.014 3.932
O 1.141 -0.586 3.207
O -0.611 0.837 3.542
H 2.537 -0.744 7.984
H 2.402 -0.736 5.476
H -1.731 0.412 5.688
H -1.639 0.317 8.188
*
```

## Properties
Expectation value of S²: 2.02
Orbital gap (alpha / beta), eV: 6.33 / 6.69
Energy, eV: -76099.345
Largest force on an atom, eV/Å: 3.1
Molecular weight, g/mol: 764.6